Entry 1:
Below is a cluster of 2 separate species, CH5NO2S in total in a non-equilibrium geometry, with properties calculated with the ωB97M-V functional and the def2-TZVPD basis.

Atoms and positions in Å:
H  1.105  0.662  1.336
H  1.402  1.915  0.103
N  -2.122  -1.231  0.468
H  -1.746  -2.077  0.047
H  -1.611  -1.106  1.343
O  -1.011  -0.077  -2.282
H  2.521  0.540  0.262
C  1.477  0.846  0.326
S  -0.790  0.444  -0.974
O  0.775  0.085  -0.628

For the total energy, the calculation gives -644.40125 Ha. The calculation puts the HOMO-LUMO gap (alpha / beta) at 0.296 / 0.350 Ha. The LUMO energy (alpha / beta) is -0.5 / -0.6 eV. For the largest force on an atom, the calculation gives 2.19 eV/Å. As for the total charge: 0. The value obtained for the energy relative to the best compared isomer or geometry (same formula, charge and spin) is 89.8 kcal/mol.

Entry 2:
Below is a cluster of 2 separate species, CH5NO2S2 in total in a non-equilibrium geometry, with properties calculated with the ωB97M-V functional and the def2-TZVPD basis.

Atoms and positions in Å:
H  1.273  1.221  -0.910
H  -1.264  -1.956  -0.201
S  2.091  0.418  -0.213
N  -0.976  -1.172  -0.923
H  0.728  1.498  2.032
O  -1.920  0.337  0.708
S  -0.753  0.245  -0.150
C  0.757  0.067  0.733
O  -0.459  1.233  -1.189
H  0.708  -0.591  1.602
H  -0.185  -1.300  -1.488

For the total energy, the calculation gives -1042.54883 Ha. The calculation puts the HOMO-LUMO gap (alpha / beta) at 0.299 / 0.303 Ha. The LUMO energy (alpha / beta) is -0.7 / -0.9 eV. For the largest force on an atom, the calculation gives 4.96 eV/Å. As for the total charge: 0. The value obtained for the energy relative to the best compared isomer or geometry (same formula, charge and spin) is 118.4 kcal/mol.

Entry 3:
Below is an isolated molecule of CH5NO2Si in a non-equilibrium geometry, with properties calculated with the ωB97M-V functional and the def2-TZVPD basis.

Atoms and positions in Å:
C  0.537  1.280  -0.111
O  -0.327  -1.842  1.853
N  -0.953  -1.285  0.937
H  0.979  1.583  0.773
Si  0.321  -0.507  -0.612
H  1.014  1.946  -0.892
H  1.488  -1.324  -0.876
O  -2.144  -1.252  0.784
H  -0.529  1.663  -0.005
H  -0.387  -0.262  -1.851

For the total energy, the calculation gives -535.70778 Ha. The calculation puts the HOMO-LUMO gap at 0.377 Ha. The SMILES is C[SiH2][N+](=O)[O-]. The LUMO energy is 0.1 eV. For the largest force on an atom, the calculation gives 3.27 eV/Å. As for the total charge: 0. The value obtained for the energy relative to the best compared isomer or geometry (same formula, charge and spin) is 36.8 kcal/mol.